CH6N4S2 | ωB97M-V with the def2-TZVPD basis set

```
13
CH6N4S2 (ωB97M-V with the def2-TZVPD basis set)
C -0.423 2.726 0.814
N 0.359 -1.713 -1.757
N 0.689 -1.174 1.160
N 0.363 -0.622 -1.066
N 0.566 -0.245 0.129
S -0.456 2.618 -0.757
S -1.095 1.760 2.140
H 0.505 -2.529 -1.038
H -0.093 3.624 1.438
H 0.161 -2.050 1.107
H 0.465 -0.612 2.000
H 0.120 0.236 -1.580
H -1.075 0.650 1.433
```

## Properties
⟨S²⟩: 2.01
2S+1: 3
Total charge: 0
Highest occupied orbital energy (alpha / beta) in eV: -6.78 / -8.26
Kohn-Sham gap (alpha / beta) in eV: 7.4 / 5.4
Maximum force in Eh/bohr: 0.12130
Energy in Ha: -1056.84976



CH2O2S3 | ωB97M-V with the def2-TZVPD basis set

```
8
CH2O2S3 (ωB97M-V with the def2-TZVPD basis set)
C -0.166 -0.014 -0.089
O -0.413 -0.980 -0.696
O -0.392 1.244 -0.462
S -0.966 1.490 -2.026
S 0.159 -1.426 2.439
S 0.763 0.284 1.593
H 0.189 1.816 -2.536
H 0.827 -2.414 1.777
```

## Properties
Total charge: 0
Highest occupied orbital energy in eV: -9.44
Kohn-Sham gap in eV: 9.6
Maximum force in Eh/bohr: 0.05095
Energy in Ha: -1384.31142



C5H10O | ωB97M-V with the def2-TZVPD basis set

```
16
C5H10O (ωB97M-V with the def2-TZVPD basis set)
C -1.509 -1.841 -0.877
O -0.378 -1.034 -0.708
C -0.004 -0.746 0.627
C 1.032 0.406 0.515
C 0.875 1.909 0.878
C 0.782 1.549 -0.546
H -2.380 -1.444 -0.328
H -1.732 -1.828 -1.950
H -1.341 -2.885 -0.566
H -0.898 -0.539 1.244
H 0.446 -1.658 1.082
H 1.997 -0.061 0.321
H 1.729 2.524 1.174
H -0.047 2.217 1.368
H -0.180 1.565 -1.047
H 1.611 1.867 -1.188
```

## Properties
Total charge: 0
Highest occupied orbital energy in eV: -9.72
Kohn-Sham gap in eV: 10.9
Maximum force in Eh/bohr: 0.03113
Energy in Ha: -271.67561



C3H7P | ωB97M-V with the def2-TZVPD basis set

```
11
C3H7P (ωB97M-V with the def2-TZVPD basis set)
C 0.018 -0.334 0.968
C 0.107 0.931 1.199
C 0.198 2.036 0.160
P -0.173 -2.779 -1.871
H 0.441 -3.821 -1.187
H -0.021 -1.061 0.178
H 0.143 1.291 2.220
H -0.349 2.909 0.501
H -0.190 1.696 -0.796
H 1.247 2.304 0.030
H -1.420 -3.172 -1.401
```

## Properties
Total charge: 0
Highest occupied orbital energy (alpha / beta) in eV: -8.51 / -9.11
Kohn-Sham gap (alpha / beta) in eV: 7.1 / 9.2
Maximum force in Eh/bohr: 0.01747
Energy in Ha: -459.67129



CH8BaO7 | ωB97M-V with the def2-TZVPD basis set

```
17
CH8BaO7 (ωB97M-V with the def2-TZVPD basis set)
Ba 0.374 -0.366 -0.360
C -0.052 0.795 2.647
O -0.450 1.400 1.619
O 0.526 -0.250 2.492
O -0.111 1.285 3.807
O 0.163 1.438 -2.427
H 0.467 1.403 -3.334
H -0.555 2.070 -2.438
O 2.913 0.548 -0.639
H 3.663 0.456 -0.051
H 3.260 1.016 -1.398
O -2.366 -0.137 0.044
H -3.320 -0.126 -0.032
H -2.176 0.455 0.771
O -0.732 -3.044 0.030
H -0.229 -3.854 -0.051
H -1.374 -3.088 -0.678
```

## Properties
Total charge: 0
Highest occupied orbital energy in eV: -4.96
Kohn-Sham gap in eV: 3.6
Maximum force in Eh/bohr: 0.16780
Energy in Ha: -595.10421



C5H9N2P | ωB97M-V with the def2-TZVPD basis set

```
17
C5H9N2P (ωB97M-V with the def2-TZVPD basis set)
C 0.284 -0.297 -1.895
C -1.093 1.974 1.476
C 1.655 -0.714 0.808
C -0.946 0.406 -2.207
C 0.637 -1.735 1.050
N 1.236 -0.961 -1.863
N -0.421 0.943 1.103
P 1.290 0.982 0.962
H -2.126 1.828 1.523
H -0.649 2.934 1.671
H 2.610 -1.053 0.765
H -1.393 0.483 -1.259
H -1.465 -0.317 -2.915
H -0.892 1.413 -2.588
H -0.041 -1.737 0.247
H 0.226 -1.403 1.981
H 1.087 -2.746 1.143
```

## Properties
Total charge: 0
Highest occupied orbital energy (alpha / beta) in eV: -8.17 / -8.17
Kohn-Sham gap (alpha / beta) in eV: 8.1 / 8.1
Maximum force in Eh/bohr: 0.09426
Energy in Ha: -646.67430